Arrangement a

Below is 2 unconnected molecules or ions with the total composition C3H3Cl2NS, with properties calculated with wB97M-V/def2-TZVPD.

The LUMO energy (spin up / spin down) comes out at -0.37 / -0.37 eV. The molar mass is 156.0 g mol⁻¹. Its structure (SMILES) is [S-][NH+]=C(Cl)Cl.C#C.

```
10
C3H3Cl2NS | OMol25 | wB97M-V/def2-TZVPD
C 0.4129 1.1806 1.0946
C 0.6480 1.0515 2.2781
C -0.1935 -1.0753 -0.6797
N -0.5463 -0.3911 -1.7454
S 0.3453 0.6315 -2.7164
Cl -1.2667 -1.8688 0.3660
Cl 1.4498 -1.3431 -0.2815
H -0.1998 1.2667 0.2610
H 0.9317 0.9006 3.3644
H -1.5812 -0.3526 -1.9411
```


Arrangement b

Below is a single C3H3Cl2NS molecule, with properties calculated with wB97M-V/def2-TZVPD.

The LUMO energy (spin up / spin down) comes out at -1.09 / -1.09 eV. The molar mass is 156.0 g mol⁻¹.

```
10
C3H3Cl2NS | OMol25 | wB97M-V/def2-TZVPD
C -0.7716 -0.8563 -0.8086
C -1.6856 -0.1533 -0.3233
C 0.7409 0.6563 0.6372
N 0.8634 -0.6792 0.7405
S -1.0458 1.0737 0.9405
Cl 1.3242 1.4782 -0.8625
Cl 2.3026 -1.4327 0.1611
H -0.2499 -1.7035 -1.4011
H -2.6714 0.3544 -0.5747
H 1.1931 1.2624 1.4909
```


Energies relative to the most stable structure are arrangement a 0.0; arrangement b 130.3, reported in kJ/mol.


Arrangement a

Below is a single C7H12S molecule, with properties calculated with wB97M-V/def2-TZVPD.

The LUMO energy comes out at 0.95 eV. The molar mass is 128.2 g mol⁻¹. Its structure (SMILES) is C[C@@H]1CC[C@@H]2[C@H](S)[C@H]21.

```
20
C7H12S | OMol25 | wB97M-V/def2-TZVPD
C -1.6623 -1.6878 -0.2322
C -0.8891 -0.5468 0.4276
C -1.2256 0.8670 -0.2274
C 0.1074 1.7105 -0.3321
C 0.9722 0.8840 0.6075
C 1.9731 -0.2456 0.7192
C 0.6244 -0.5408 0.1420
H -1.5597 -2.6735 0.2712
H -1.3299 -1.7859 -1.2572
H -2.7434 -1.4275 -0.2411
H -1.0775 -0.5704 1.5116
H -1.9210 1.4263 0.4334
H -1.7316 0.7412 -1.1932
H -0.0339 2.7354 0.0019
H 0.5030 1.7356 -1.3357
H 0.6095 1.0439 1.6133
H 2.2683 -0.4688 1.7257
H 2.9767 -0.1134 -1.4386
H 0.6961 -0.6366 -0.9502
S 3.4432 -0.4468 -0.2457
```


Arrangement b

Below is a single C7H12S molecule, with properties calculated with wB97M-V/def2-TZVPD.

The LUMO energy comes out at 0.76 eV. The molar mass is 128.2 g mol⁻¹. Its structure (SMILES) is C=C(S)CC/C=C/C.

```
20
C7H12S | OMol25 | wB97M-V/def2-TZVPD
C -1.2776 -0.0862 -0.4829
C 1.2759 0.7462 0.3340
C 2.0445 0.4166 1.3585
C -0.7689 -1.2216 -0.0409
C -1.3114 1.2617 0.2936
C 0.0982 1.7084 0.5808
C -0.6485 -2.4687 -0.7837
S 1.8203 0.2183 -1.3884
H -1.6690 -0.0700 -1.5042
H 2.9929 -0.1297 1.0937
H 1.8915 0.6230 2.4149
H -0.4244 -1.1369 0.9645
H -1.8992 2.0652 -0.2660
H -1.8714 1.1171 1.2656
H 0.0686 2.1168 1.5719
H 0.3781 2.6506 0.0275
H -0.5406 -3.4283 -0.1963
H -1.4757 -2.6353 -1.5821
H 0.2240 -2.5716 -1.3394
H 1.0926 0.8244 -2.3212
```


Arrangement c

Below is a single C7H12S molecule, with properties calculated with wB97M-V/def2-TZVPD.

The LUMO energy comes out at 0.65 eV. The molar mass is 128.2 g mol⁻¹.

```
20
C7H12S | OMol25 | wB97M-V/def2-TZVPD
C 1.7507 0.5015 -0.2387
C 1.4804 -1.2845 -1.9228
C 1.6677 2.0255 -0.2558
C -0.0808 1.0189 1.4348
C 1.2924 1.2781 0.9970
C -0.6188 -0.8499 0.5018
C -2.0175 -0.8893 0.1782
S 0.5827 -0.5159 -0.8219
H 0.9877 -2.0674 -2.5249
H 2.4945 -1.4210 -1.4861
H 2.6626 2.5541 -0.3399
H 0.7957 2.5974 -0.6713
H -0.0912 0.8481 2.6331
H -0.9543 1.6457 1.1613
H 2.0126 1.2704 1.8055
H -0.3726 -1.6566 1.1389
H -2.3684 -1.9013 0.2426
H -2.0042 -0.5649 -0.9693
H -2.6826 -0.1571 0.6979
H -0.4988 0.0316 -1.6754
```


Energies relative to the most stable structure are arrangement a 43.3; arrangement b 0.0; arrangement c 681.5, reported in kJ/mol.


Arrangement a

Below is a gas-phase ion, C6H10N5 (charge +1), with properties calculated with wB97M-V/def2-TZVPD.

The total charge is +1. The LUMO energy comes out at -4.65 eV. The molar mass is 152.2 g mol⁻¹.

```
21
C6H10N5 | OMol25 | wB97M-V/def2-TZVPD
C -3.7511 0.8542 -0.2933
C 0.0756 -1.5641 -0.2462
C -0.6415 -0.4777 -0.0686
C 1.5886 -1.5137 -0.3387
C 0.6091 1.5391 0.4523
C 2.2780 -0.3620 0.4275
N -3.9775 -0.1962 0.4695
N -2.5131 0.9777 -0.6200
N -2.9015 -0.8574 0.6252
N -1.9740 -0.1254 -0.0592
N 1.9078 0.9910 -0.0638
H -4.4247 1.5985 -0.6426
H -0.5903 -2.4009 -0.3608
H 2.1769 -2.2922 0.1070
H 1.5970 -1.5610 -1.4707
H -0.0005 2.2130 -0.2538
H 0.6893 1.6008 1.4644
H 2.0202 -0.5952 1.5380
H 3.3820 -0.6482 0.3022
H 1.9068 1.0636 -1.0310
H 2.5428 1.7561 0.0627
```


Arrangement b

Below is a gas-phase ion, C6H10N5 (charge +1), with properties calculated with wB97M-V/def2-TZVPD.

The total charge is +1. The LUMO energy comes out at -3.45 eV. The molar mass is 152.2 g mol⁻¹. Its structure (SMILES) is C=C(N)/[NH+]=C\Nc1c[nH]cn1.

```
21
C6H10N5 | OMol25 | wB97M-V/def2-TZVPD
C 1.2084 1.0318 2.6512
C -0.5248 0.3473 1.4101
C 0.5925 -0.4529 1.2622
C 0.3357 -1.9764 -0.7318
C -0.4762 0.2085 -1.6403
C 0.5453 1.0585 -1.4603
N 1.5937 0.0529 1.9251
N -0.0901 1.3468 2.3571
N 0.7038 -1.6533 0.4786
N -0.3172 -1.2120 -1.6180
N -1.7436 0.5362 -1.8764
H 1.8249 1.5138 3.4403
H 0.4742 -3.0457 -1.0253
H 0.2370 2.0396 -1.6581
H 1.5286 0.8933 -0.9757
H -1.4263 0.3346 0.8404
H -0.7752 1.9118 2.8551
H 0.9936 -2.4996 0.9445
H -0.6647 -1.8247 -2.3958
H -1.7618 1.4485 -2.2627
H -2.2580 -0.0592 -2.5203
```


Energies relative to the most stable structure are arrangement a 566.8; arrangement b 0.0, reported in kJ/mol.


Arrangement a

Below is a molecular structure, C22H45N2O6P2PtSi, with properties calculated with wB97M-V/def2-TZVPD.

The total charge is +1. The LUMO energy comes out at -1.82 eV. The molar mass is 718.7 g mol⁻¹.

```
79
C22H45N2O6P2PtSi | OMol25 | wB97M-V/def2-TZVPD
Pt -0.1942 -0.4429 1.6419
C -2.1799 -0.0521 -3.9934
C -0.7444 0.0928 -3.5462
C 0.1722 -0.9908 -4.0620
O -0.7278 -0.0006 -2.0750
P -0.5433 1.2142 -1.1251
O -0.9709 0.9267 0.2724
C 1.1958 1.6977 -1.1400
P 2.2452 0.5261 -0.2566
O 1.7531 0.2646 1.1320
O 2.2285 -0.6756 -1.2509
C 2.6720 -2.0657 -1.0509
C 3.8548 -2.1435 -0.1094
C 1.4826 -2.8796 -0.5949
O 3.6829 1.1094 -0.1175
C 4.6083 1.6741 -1.1046
C 4.3955 3.1713 -1.1704
C 4.5246 0.9989 -2.4577
O -1.3466 2.3864 -1.7700
C -1.8789 3.5103 -0.9684
C -1.6308 4.7672 -1.7667
C -3.3381 3.2271 -0.7012
H -2.2331 -0.0107 -5.0815
H -2.7963 0.7474 -3.5847
H -2.5788 -1.0109 -3.6611
H -0.3639 1.0801 -3.8212
H -0.2089 -1.9727 -3.7788
H 1.1785 -0.8751 -3.6596
H 0.2208 -0.9411 -5.1499
H 1.2733 2.6638 -0.6348
H 1.5387 1.8111 -2.1704
H 2.9715 -2.3643 -2.0558
H 3.5855 -1.7735 0.8809
H 4.7082 -1.5731 -0.4729
H 4.1603 -3.1853 -0.0137
H 1.1718 -2.5816 0.4079
H 1.7489 -3.9371 -0.5793
H 0.6388 -2.7412 -1.2703
H 5.5778 1.4643 -0.6549
H 3.4538 3.4187 -1.6637
H 5.2008 3.6271 -1.7465
H 4.4003 3.6050 -0.1717
H 3.5719 1.1911 -2.9545
H 4.6711 -0.0773 -2.3889
H 5.3137 1.4066 -3.0897
H -1.3223 3.5324 -0.0282
H -2.1555 4.7187 -2.7212
H -0.5676 4.9127 -1.9575
H -2.0013 5.6300 -1.2134
H -3.8876 3.1697 -1.6417
H -3.7633 4.0315 -0.1005
H -3.4593 2.2895 -0.1589
C 2.4086 -1.8207 3.7318
C 0.9896 -2.2229 3.9622
C 0.5853 -3.0355 4.9992
C -0.7708 -3.3552 5.1327
C -1.7177 -2.8667 4.2634
C -1.2622 -2.0358 3.2305
N 0.0645 -1.7826 3.0971
N -1.8764 -1.3552 2.2417
Si -3.5229 -0.8395 1.9502
C -4.7123 -1.9270 2.8922
C -3.8310 -0.9970 0.1160
C -3.6845 0.9404 2.4885
H 3.0394 -2.1554 4.5517
H 2.4879 -0.7376 3.6318
H 2.7794 -2.2630 2.8058
H 1.3174 -3.4166 5.6955
H -1.0825 -3.9986 5.9456
H -2.7660 -3.0951 4.3703
H -4.5335 -2.9859 2.6951
H -5.7331 -1.7041 2.5724
H -4.6662 -1.7582 3.9696
H -3.9037 -2.0469 -0.1750
H -3.0167 -0.5463 -0.4549
H -4.7639 -0.5046 -0.1694
H -3.5244 1.0383 3.5642
H -4.6747 1.3409 2.2580
H -2.9381 1.5593 1.9846
```


Arrangement b

Below is a molecular structure, C22H45N2O6P2PtSi, with properties calculated with wB97M-V/def2-TZVPD.

The total charge is +1. The LUMO energy comes out at -1.85 eV. The molar mass is 718.7 g mol⁻¹.

```
79
C22H45N2O6P2PtSi | OMol25 | wB97M-V/def2-TZVPD
Pt 0.4134 -1.4315 0.6687
C 2.3934 3.5815 -1.3932
C 0.9614 3.2537 -1.0413
C 0.4620 3.9625 0.1952
O 0.9002 1.8048 -0.7796
P 0.1210 0.7948 -1.6769
O 0.4610 -0.6303 -1.3950
C -1.6460 1.0645 -1.4115
P -2.2149 0.3346 0.1279
O -1.6511 -1.0348 0.3394
O -1.7776 1.4356 1.1484
C -1.7686 1.3997 2.6251
C -2.6436 0.2978 3.1837
C -0.3304 1.3056 3.0780
O -3.7646 0.1749 0.0946
C -4.8430 1.1457 -0.1245
C -5.1959 1.1560 -1.5961
C -4.5221 2.5199 0.4243
O 0.4077 1.2560 -3.1455
C 0.1523 0.3569 -4.2899
C -0.3812 1.2231 -5.4046
C 1.4422 -0.3544 -4.6262
H 2.4928 4.6525 -1.5728
H 2.7039 3.0480 -2.2910
H 3.0528 3.3032 -0.5696
H 0.3139 3.4661 -1.8954
H 1.1481 3.7962 1.0271
H -0.5284 3.6071 0.4806
H 0.4092 5.0345 0.0037
H -2.1801 0.5754 -2.2302
H -1.8769 2.1315 -1.4339
H -2.1787 2.3742 2.8909
H -2.2649 -0.6815 2.8912
H -3.6797 0.3906 2.8573
H -2.6249 0.3581 4.2718
H 0.0957 0.3348 2.8150
H -0.2851 1.4224 4.1614
H 0.2720 2.0887 2.6202
H -5.6632 0.7134 0.4458
H -4.4141 1.6384 -2.1862
H -6.1185 1.7170 -1.7461
H -5.3470 0.1415 -1.9631
H -3.7176 3.0046 -0.1320
H -4.2487 2.4824 1.4778
H -5.4122 3.1422 0.3293
H -0.6021 -0.3706 -3.9764
H 0.3636 1.9651 -5.6946
H -1.2917 1.7408 -5.1022
H -0.6083 0.6048 -6.2730
H 2.2106 0.3707 -4.8974
H 1.2822 -1.0221 -5.4733
H 1.7899 -0.9460 -3.7802
C -1.9105 -3.7328 2.1176
C -0.4480 -3.9252 2.3518
C 0.0974 -5.0143 2.9984
C 1.4866 -5.1054 3.1458
C 2.3381 -4.1451 2.6472
C 1.7469 -3.0540 2.0013
N 0.3913 -2.9718 1.9217
N 2.2212 -1.9546 1.3692
Si 3.7756 -1.5479 0.6682
C 5.1379 -2.1694 1.7809
C 3.7995 0.3146 0.5678
C 3.8987 -2.2926 -1.0359
H -2.4759 -4.5747 2.5095
H -2.1122 -3.6289 1.0510
H -2.2559 -2.8173 2.5983
H -0.5531 -5.7837 3.3875
H 1.9040 -5.9650 3.6549
H 3.4104 -4.2293 2.7322
H 4.9562 -1.8984 2.8233
H 6.0880 -1.7192 1.4824
H 5.2640 -3.2524 1.7194
H 4.0103 0.7569 1.5441
H 2.8341 0.6927 0.2223
H 4.5642 0.6590 -0.1337
H 3.8722 -3.3841 -0.9942
H 4.8283 -1.9978 -1.5296
H 3.0625 -1.9600 -1.6569
```


Energies relative to the most stable structure are arrangement a 0.0; arrangement b 56.2, reported in kJ/mol.


Arrangement a

Below is a single C10H20N4O4 molecule, with properties calculated with wB97M-V/def2-TZVPD.

The LUMO energy comes out at 0.46 eV. The molar mass is 260.3 g mol⁻¹. Its structure (SMILES) is NCCCC[C@H](NC(=O)[C@@H](N)CC(N)=O)C(=O)O.

```
38
C10H20N4O4 | OMol25 | wB97M-V/def2-TZVPD
C 2.9188 -0.6973 -1.0435
C 1.9324 0.4248 -1.0863
C 3.8491 -0.6168 0.1972
C 3.1066 -0.9532 1.5121
C -0.2863 1.2938 -0.2671
C 0.0740 2.4895 0.6453
C -1.6205 0.7090 0.2563
C -2.2332 -0.4127 -0.6483
C -3.5250 -1.0902 -0.1690
C -4.7008 -0.1557 -0.0431
H 4.0324 0.2562 -2.4928
H 4.3637 -1.3327 -2.3824
H 2.3164 -1.6076 -0.9791
H 4.6242 -1.3878 0.0954
H 4.3721 0.3383 0.2504
H 4.7845 -0.2943 2.6159
H 3.3070 -0.7296 3.5016
H 0.6840 -0.4895 0.2590
H -0.4326 1.7355 -1.2665
H -1.5850 0.3251 1.2756
H -2.3291 1.5484 0.3247
H -2.5371 -0.0510 -1.6305
H -1.4969 -1.2043 -0.8596
H -3.7771 -1.9001 -0.8724
H -3.3901 -1.5606 0.8204
H -4.7782 0.3382 -1.0323
H -4.5300 0.6765 0.6632
H -6.1269 -1.4962 -0.3132
H -5.7326 -1.1823 1.2466
H 1.5693 2.7654 -0.5596
N 3.6360 -0.6517 -2.3307
N 3.7863 -0.5642 2.6482
N 0.8059 0.2773 -0.3630
N -5.9199 -0.7606 0.3138
O 2.1816 1.4716 -1.6843
O 2.0492 -1.5660 1.5723
O -0.5758 2.8620 1.5878
O 1.1834 3.1927 0.2380
```


Arrangement b

Below is a molecular structure, C10H20N4O4, with properties calculated with wB97M-V/def2-TZVPD.

The LUMO energy comes out at 0.04 eV. The molar mass is 260.3 g mol⁻¹.

```
38
C10H20N4O4 | OMol25 | wB97M-V/def2-TZVPD
C -0.1626 1.2896 -1.0519
C -0.7429 -0.1170 -0.7605
C 1.4091 1.4383 -0.6355
C 2.3634 0.7066 -1.4097
C 3.7943 1.6583 -1.3802
C 4.3725 1.7209 -0.0328
C -2.4168 -1.2784 0.3929
C -3.1885 -2.1659 -0.6307
C -3.2235 -0.9649 1.6067
C -3.0607 -2.2225 2.5804
H -1.0033 3.2688 -0.8947
H -0.4640 2.1984 0.5846
H -0.3858 1.1820 -2.2108
H 1.3335 0.9925 0.4850
H 1.4086 2.5977 -0.6422
H 2.2419 -0.2712 -1.0519
H 2.3037 0.8343 -2.6185
H 4.7156 1.4269 -2.1993
H 3.4632 2.7185 -1.6650
H 3.8424 2.5082 0.5316
H 5.5058 2.0236 -0.0242
H 5.8685 -0.0101 0.7866
H 3.9105 0.7641 1.8177
H -2.3760 0.8463 0.2901
H -1.4255 -1.8797 0.3850
H -2.9410 -0.2188 2.3342
H -4.2231 -0.8357 1.3640
H -3.2653 -4.4081 2.6316
H -3.3734 -3.5679 0.9521
H -2.6327 -1.1428 -2.0044
N -1.0014 2.3592 -0.4888
N 4.4243 0.4052 0.6662
N -1.9909 0.0004 -0.1320
N -3.5672 -3.4657 2.1300
O -0.0861 -1.2635 -1.0399
O -3.7852 -3.2096 -0.3482
O -2.4458 -1.9667 3.6787
O -3.1954 -1.9512 -1.9959
```


Energies relative to the most stable structure are arrangement a 0.0; arrangement b 994.4, reported in kJ/mol.


Arrangement a

Below is a gas-phase ion, C4H12N2 (charge +1), with properties calculated with wB97M-V/def2-TZVPD.

The total charge is +1. The LUMO energy (spin up / spin down) comes out at -2.94 / -8.27 eV. The multiplicity is 2. The molar mass is 88.2 g mol⁻¹.

```
18
C4H12N2 | OMol25 | wB97M-V/def2-TZVPD
N 0.6421 1.5967 0.3626
C 0.0838 0.4751 1.0405
C 1.1457 -0.1213 1.9734
C -0.4519 -0.6354 0.0864
N -1.0456 -0.1178 -1.1138
C -0.6377 -0.5895 -2.4176
H 1.2883 2.1025 0.9575
H -0.0669 2.2338 0.0062
H -0.7169 0.8441 1.6971
H 0.8460 -1.1488 2.1523
H 1.3001 0.5095 2.8411
H 2.0526 -0.2258 1.3785
H -1.1567 -1.2429 0.6410
H 0.3749 -1.2990 -0.1968
H -2.0436 -0.3122 -1.0519
H -0.6333 -1.6759 -2.4902
H -1.3136 -0.1829 -3.1506
H 0.3328 -0.2103 -2.7155
```


Arrangement b

Below is a molecular structure, C4H12N2, with properties calculated with wB97M-V/def2-TZVPD.

The total charge is +1. The LUMO energy (spin up / spin down) comes out at -3.09 / -8.25 eV. The multiplicity is 2. The molar mass is 88.2 g mol⁻¹.

```
18
C4H12N2 | OMol25 | wB97M-V/def2-TZVPD
C -1.5850 0.8292 0.9406
C -0.3872 0.6905 -0.0189
C 0.2944 2.0690 -0.3295
N 0.6716 -0.0555 0.5637
C 0.3434 -1.7216 0.1092
N 1.2505 -2.1619 -0.9487
H -2.4361 1.4098 0.6100
H -1.2168 1.3201 1.8480
H -1.8416 -0.1912 1.2199
H -0.8085 0.3822 -0.9777
H -0.3484 2.6478 -0.9846
H 1.3330 1.9322 -0.6494
H 0.5314 2.6002 0.5999
H 1.1755 -0.7468 -0.2543
H -0.6471 -1.6721 -0.3173
H 0.5438 -2.3291 0.9909
H 2.2436 -2.2027 -0.7807
H 0.8835 -2.8003 -1.6210
```


Energies relative to the most stable structure are arrangement a 0.0; arrangement b 333.5, reported in kJ/mol.